# C40H50O2PPrSe3

C40H50O2PPrSe3 as an isolated structure in a non-equilibrium geometry (ωB97M-V/def2-TZVPD, the OMol25 dataset).

Values from the calculation:
multiplicity = 3
total charge = 0
M = 971.6 g mol⁻¹
electronic energy = -9767.48100 hartree
highest occupied orbital energy (spin up / spin down) = -7.45 / -7.46 eV
gap between HOMO and LUMO (spin up / spin down) = 0.254 / 0.256 Ha

Geometry as XYZ:
```
97
Properties=species:S:1:pos:R:3:mulliken_spin:R:1
Pr -0.47 -2.13 0.70 2.0382
C 3.57 5.01 1.58 0.0000
C 4.21 3.74 2.19 0.0001
C 4.58 3.94 3.68 -0.0001
C 5.55 3.40 1.52 -0.0001
C 3.14 2.70 2.10 -0.0009
C 3.20 1.63 1.20 0.0020
C 2.16 0.67 1.19 -0.0040
Se 2.21 -0.97 0.14 -0.0091
C 1.75 -0.12 -1.54 0.0013
C 2.69 0.67 -2.23 -0.0005
C 2.38 1.15 -3.49 -0.0008
C 1.17 0.77 -4.07 0.0009
C 0.27 -0.12 -3.46 0.0003
C 0.50 -0.51 -2.10 -0.0066
O -0.45 -1.16 -1.43 -0.0025
C -0.92 -0.59 -4.27 -0.0002
C -2.02 0.47 -4.31 0.0000
C -0.40 -0.74 -5.69 0.0000
C -1.52 -1.98 -3.88 0.0002
C 3.33 2.09 -4.24 0.0005
C 4.51 2.58 -3.39 0.0001
C 2.52 3.34 -4.67 0.0000
C 3.97 1.38 -5.48 -0.0001
C 1.03 0.72 2.03 -0.0014
O 0.10 -0.23 2.08 -0.0015
C 0.89 1.91 2.82 -0.0001
C 1.93 2.81 2.86 0.0000
C -0.33 2.14 3.68 0.0000
C -0.52 0.94 4.66 -0.0003
C -0.25 3.40 4.56 -0.0001
C -1.55 2.43 2.77 -0.0003
H 4.23 5.87 1.57 0.0000
H 2.67 5.30 2.13 0.0000
H 3.30 4.84 0.54 0.0000
H 5.45 4.60 3.74 0.0000
H 4.91 3.03 4.15 0.0000
H 3.78 4.41 4.23 0.0000
H 6.26 4.22 1.55 0.0000
H 5.43 3.15 0.45 0.0000
H 6.03 2.53 1.94 0.0000
H 4.10 1.48 0.61 0.0003
H 3.63 0.86 -1.73 0.0003
H 0.97 1.14 -5.06 -0.0001
H -1.62 1.38 -4.77 0.0000
H -2.41 0.74 -3.34 0.0000
H -2.82 0.14 -4.96 0.0000
H -0.25 0.22 -6.24 0.0000
H -1.07 -1.36 -6.29 0.0000
H 0.56 -1.29 -5.73 0.0000
H -2.04 -1.93 -2.91 -0.0001
H -0.75 -2.76 -3.85 -0.0001
H -2.19 -2.30 -4.69 0.0000
H 4.31 3.06 -2.45 0.0000
H 5.12 3.28 -3.97 0.0000
H 5.22 1.74 -3.17 0.0000
H 2.01 3.75 -3.81 0.0000
H 1.71 3.07 -5.39 0.0000
H 3.16 4.08 -5.09 0.0000
H 4.54 0.51 -5.16 0.0000
H 4.62 2.07 -6.01 0.0000
H 3.24 1.00 -6.18 0.0000
H 1.89 3.65 3.52 0.0001
H 0.38 0.94 5.31 0.0000
H -0.54 -0.06 4.23 0.0004
H -1.39 1.14 5.32 0.0000
H 0.51 3.34 5.32 0.0000
H -1.20 3.56 5.05 0.0000
H -0.07 4.34 4.00 0.0000
H -1.75 1.59 2.10 0.0002
H -1.33 3.26 2.09 0.0000
H -2.43 2.68 3.35 0.0000
Se -2.31 -4.32 -0.36 -0.0077
P -3.28 -4.14 1.65 -0.0019
Se -2.22 -2.77 3.05 -0.0056
C -4.91 -3.40 1.31 -0.0014
C -5.73 -3.90 0.27 0.0001
C -6.90 -3.22 -0.07 0.0000
C -7.20 -2.00 0.49 -0.0001
C -6.36 -1.50 1.49 0.0002
C -5.27 -2.20 1.93 0.0003
C -3.44 -5.84 2.30 0.0002
C -3.97 -6.80 1.48 -0.0002
C -3.88 -8.16 1.90 -0.0001
C -3.27 -8.45 3.10 0.0000
C -2.75 -7.46 3.93 -0.0002
C -2.91 -6.10 3.56 0.0000
H -5.36 -4.74 -0.32 -0.0001
H -7.64 -3.66 -0.75 0.0000
H -8.12 -1.49 0.19 0.0000
H -6.72 -0.57 1.97 0.0000
H -4.70 -1.85 2.78 0.0001
H -4.29 -6.48 0.48 0.0000
H -4.19 -9.01 1.28 0.0000
H -3.22 -9.51 3.42 0.0000
H -2.18 -7.76 4.79 0.0000
H -2.57 -5.29 4.24 0.0000
```